No. 1
# C6H10

The molecule C6H10 at a distorted geometry (wB97M-V/def2-TZVPD, the Open Molecules 2025 dataset).

```
16
C6H10 wB97M-V/def2-TZVPD
C -1.156 -0.200 1.604
C -0.573 0.768 0.694
C -0.689 2.091 0.723
C 1.641 -1.217 -1.715
C 0.740 -0.983 -0.624
C 0.094 0.163 -0.500
H -1.949 -0.784 1.019
H -0.664 -1.050 2.101
H -1.787 0.443 2.331
H -1.095 2.525 1.534
H -0.421 3.002 0.081
H 1.693 -0.426 -2.443
H 1.077 -1.976 -2.251
H 2.534 -1.500 -1.325
H 0.619 -1.743 0.093
H -0.064 0.886 -1.321
```

Values from the calculation:
calculated total energy: -234.515545 Ha
LUMO: 1.096 eV
E_HOMO: -8.45 eV
relative energy (zero: lowest compared OMol25 entry of this formula, charge and spin): 54.6 kcal per mole
SMILES string: C=C(C)/C=C/C
orbital gap: 9.547 eV

Charges per atom according to natural (NBO) partitioning, unit e: C -0.656; C -0.021; C -0.403; C -0.634; C -0.167; C -0.216; H 0.223; H 0.236; H 0.216; H 0.178; H 0.213; H 0.214; H 0.215; H 0.218; H 0.193; H 0.192

No. 2
# C3H4O

A cluster of 2 separate species, C3H4O in total at a distorted geometry (wB97M-V/def2-TZVPD, the Open Molecules 2025 dataset).

```
8
C3H4O wB97M-V/def2-TZVPD
C -2.401 0.429 -0.260
C -0.072 -0.561 -0.114
C 0.043 0.711 0.136
O -2.927 -0.448 0.217
H -0.279 -1.286 0.630
H 0.045 -0.875 -1.082
H 0.534 1.278 -0.604
H -0.270 1.186 1.046
```

Values from the calculation:
calculated total energy: -191.875829 Ha
LUMO: 1.251 eV
E_HOMO: -9.65 eV
relative energy (zero: lowest compared OMol25 entry of this formula, charge and spin): 21.4 kcal per mole
orbital gap: 10.899 eV

Charges per atom according to natural (NBO) partitioning, unit e: C 0.480; C -0.381; C -0.353; O -0.522; H 0.195; H 0.188; H 0.196; H 0.196